(1)
84
Properties=species:S:1:pos:R:3:forces:R:3 method="wB97M-V/def2-TZVPD" spin_multiplicity=1 charge=-1
Rb 0.538 0.746 0.086 0.32 -0.15 -0.08
Cl 2.421 8.690 -0.899 0.54 1.86 -0.04
C 1.905 7.160 -0.473 -1.45 -4.09 0.70
C 1.169 6.827 0.743 0.70 0.27 -1.31
C 0.543 5.612 0.875 -0.19 -0.61 -0.02
C 0.776 4.517 -0.007 0.54 -0.82 -1.54
O 0.294 3.357 0.125 -0.21 1.00 0.89
C 1.686 4.787 -1.106 0.40 0.96 0.11
C 2.090 3.825 -2.062 -2.63 -2.26 -0.65
N 1.333 2.772 -2.359 1.00 2.34 1.69
C 1.478 2.268 -3.587 0.61 -1.71 -2.12
C 2.003 2.962 -4.709 -0.49 0.94 2.74
C 2.307 2.374 -5.915 0.02 -1.92 -0.89
C 1.781 1.120 -6.183 0.73 1.19 -0.69
C 1.051 0.420 -5.197 1.09 1.80 1.09
C 0.471 -0.774 -5.494 -2.07 -4.04 0.89
C -0.118 -1.616 -4.488 0.23 0.49 -0.60
C -0.039 -1.174 -3.154 1.91 2.46 -0.87
N 0.541 0.021 -2.889 0.14 1.04 0.47
C 1.043 0.907 -3.816 -1.31 -2.63 -1.71
C 2.105 6.097 -1.384 0.82 2.03 0.61
H 1.186 7.513 1.570 -0.46 0.53 0.03
H -0.199 5.277 1.602 0.47 0.80 0.60
H 2.940 3.993 -2.700 0.58 0.49 -0.12
H 2.147 4.028 -4.500 0.33 -0.36 -0.51
H 3.069 2.752 -6.599 -0.66 0.53 -0.01
H 1.965 0.728 -7.190 -0.21 -0.29 0.49
H 0.480 -1.171 -6.520 0.05 0.41 0.41
H -0.617 -2.609 -4.643 0.67 1.15 -0.39
H -0.278 -1.703 -2.246 -0.53 -0.49 -0.09
H 2.639 6.406 -2.331 -0.51 -0.84 1.04
C -4.282 -3.485 2.905 -0.82 1.36 -1.92
C -3.773 -4.460 1.832 0.80 -0.23 0.59
N -2.382 -4.150 1.431 0.27 -0.95 0.40
C -1.346 -5.046 1.970 -0.33 -0.54 -0.05
C -0.978 -6.091 0.942 -0.60 -0.99 0.33
C -2.023 -3.222 0.491 0.89 1.06 0.97
S -0.365 -3.162 -0.046 -0.89 -0.32 0.14
N -3.015 -2.333 0.297 -0.43 1.40 -0.60
C -2.718 -1.050 -0.090 2.69 -1.78 -0.86
O -1.551 -0.672 -0.420 -2.81 0.36 0.75
C -3.852 -0.096 -0.226 0.08 0.51 -0.74
C -3.595 1.301 -0.141 0.97 -0.83 0.20
C -4.586 2.181 -0.483 -1.03 1.08 0.57
C -5.804 1.700 -0.964 -0.71 0.64 -0.05
C -6.075 0.354 -1.013 -0.29 -0.62 -0.11
C -5.086 -0.577 -0.684 0.39 0.75 0.26
H -5.243 -3.767 3.342 0.09 -0.21 -0.04
H -4.428 -2.485 2.378 0.23 -1.15 0.84
H -3.547 -3.361 3.673 0.46 0.02 0.53
H -4.457 -4.602 0.977 0.39 0.44 0.29
H -3.622 -5.439 2.300 -0.55 -0.04 -0.11
H -1.621 -5.562 2.934 -0.48 0.65 -0.96
H -0.453 -4.523 2.240 0.39 0.91 -0.08
H -1.708 -6.910 1.027 0.09 0.07 -0.48
H -0.024 -6.504 1.183 0.88 -0.50 0.31
H -0.866 -5.711 -0.066 -0.39 0.17 0.04
H -2.581 1.697 0.120 -1.06 -0.64 -0.02
H -4.550 3.253 -0.196 0.48 -0.68 -0.77
H -6.590 2.387 -1.319 0.47 -0.20 0.49
H -7.092 0.038 -1.265 0.48 -0.05 -0.26
H -5.207 -1.641 -0.859 -0.08 0.09 0.36
N 3.051 -1.518 3.093 -0.40 -0.43 0.05
C 3.740 -1.175 1.970 2.63 0.42 -1.69
C 5.187 -1.435 2.043 -2.36 -0.06 0.29
C 5.935 -1.201 0.906 1.11 -0.02 0.32
C 5.339 -0.637 -0.232 -1.18 0.75 -0.04
C 3.968 -0.313 -0.144 0.97 -0.61 0.61
N 3.179 -0.604 0.889 0.32 -0.59 1.77
C 2.030 -0.874 3.759 -1.64 0.24 1.92
C 2.122 -0.878 5.192 -0.55 0.16 -0.45
C 1.157 -0.194 5.948 -0.07 -0.08 -0.24
C 0.069 0.389 5.275 0.77 -0.97 -1.20
C -0.014 0.170 3.881 0.74 0.70 0.95
N 0.950 -0.383 3.140 0.66 -0.20 0.05
H 3.586 -2.126 3.687 0.04 0.11 0.17
H 5.529 -1.810 3.045 0.20 0.38 -1.40
H 7.037 -1.389 0.952 -1.07 0.16 -0.22
H 5.873 -0.307 -1.133 -0.04 -0.45 0.58
H 3.406 0.215 -0.883 0.26 0.24 -0.99
H 2.916 -1.482 5.640 -0.15 0.54 0.09
H 1.207 -0.104 7.054 0.18 -0.25 -0.93
H -0.702 0.939 5.777 -0.21 0.08 0.22
H -0.857 0.546 3.319 -0.19 -0.02 -0.01

(2)
87
Properties=species:S:1:pos:R:3:forces:R:3 method="wB97M-V/def2-TZVPD" spin_multiplicity=1 charge=0
Sc -1.018 0.310 -2.527 0.30 -0.30 -0.48
C 0.031 2.955 -6.211 0.03 0.02 -0.01
C -0.600 2.142 -5.129 -0.09 -0.05 0.03
N 0.010 1.689 -4.101 0.04 0.12 -0.12
N 1.351 1.953 -3.952 -0.14 -0.05 0.03
C 1.771 1.314 -2.883 0.14 -0.04 0.20
O 1.055 0.591 -2.116 -0.01 0.10 0.12
C 3.215 1.448 -2.523 -0.03 0.06 -0.12
C 4.010 2.441 -3.085 -0.05 -0.01 -0.02
C 5.344 2.550 -2.731 0.06 0.03 -0.01
C 5.898 1.661 -1.820 0.03 0.02 -0.01
C 5.109 0.664 -1.263 0.04 -0.02 0.02
C 3.771 0.561 -1.609 -0.06 0.02 -0.01
C -2.028 1.760 -5.219 -0.01 0.02 -0.04
C -2.840 2.173 -6.271 0.05 -0.08 0.14
C -4.159 1.748 -6.306 0.03 0.01 0.01
C -4.627 0.926 -5.298 -0.02 -0.04 0.04
C -3.755 0.558 -4.283 -0.01 0.06 -0.06
N -2.493 0.965 -4.241 0.04 0.12 -0.10
H 1.088 3.093 -6.005 -0.03 -0.02 0.03
H -0.085 2.454 -7.174 0.01 -0.02 -0.02
H -0.450 3.933 -6.289 -0.01 0.02 0.01
H 3.566 3.119 -3.800 -0.01 0.01 -0.01
H 5.956 3.328 -3.170 0.01 0.00 0.00
H 6.943 1.742 -1.551 0.02 0.00 0.01
H 5.542 -0.040 -0.563 0.01 -0.01 0.01
H 3.138 -0.209 -1.192 -0.02 -0.02 0.01
H -2.445 2.810 -7.048 0.02 0.01 -0.01
H -4.808 2.055 -7.116 -0.01 0.00 0.00
H -5.645 0.565 -5.288 -0.01 0.00 -0.01
H -4.058 -0.092 -3.472 -0.04 -0.01 0.00
F 1.523 -2.874 3.111 0.00 -0.06 -0.05
C 0.924 -1.660 3.068 -0.07 0.13 0.01
C 0.381 -1.189 1.908 -0.03 0.10 0.15
C -0.252 0.057 1.922 0.02 -0.09 -0.03
C -0.808 0.554 0.643 0.01 -0.12 -0.02
O -0.736 -0.184 -0.335 0.04 0.14 -0.06
C -1.383 1.871 0.692 -0.03 0.05 0.10
C -1.440 2.510 1.885 -0.08 0.06 -0.18
N -0.983 2.027 3.072 0.04 -0.09 0.01
C -1.079 2.831 4.259 -0.04 0.10 0.10
C -2.370 3.533 4.543 0.07 -0.04 0.01
C -1.960 2.359 5.383 0.04 0.07 -0.05
C -0.337 0.804 3.102 0.09 -0.09 0.00
C 0.255 0.308 4.275 0.05 -0.11 -0.16
C 0.887 -0.919 4.253 -0.01 -0.04 -0.05
N 1.474 -1.441 5.456 -0.14 0.17 0.05
C 0.658 -2.459 6.109 -0.07 -0.14 -0.03
C 1.261 -2.730 7.503 0.09 0.05 0.04
N 2.312 -1.686 7.740 -0.02 0.07 0.06
C 3.455 -1.848 6.779 -0.04 -0.03 0.12
C 2.853 -1.893 5.360 0.19 -0.05 -0.06
C -1.969 2.603 -0.514 0.06 0.03 0.00
O -2.572 3.647 -0.298 0.01 0.01 0.08
O -1.754 2.063 -1.644 -0.03 -0.02 0.01
H 0.413 -1.747 0.982 0.00 -0.02 -0.03
H -1.899 3.490 1.912 0.00 -0.01 -0.02
H -0.164 3.351 4.522 -0.01 -0.03 0.00
H -3.182 3.384 3.847 -0.02 0.01 -0.02
H -2.303 4.522 4.970 -0.03 0.02 -0.01
H -2.495 1.434 5.221 -0.01 -0.03 0.02
H -1.623 2.542 6.394 -0.02 -0.03 0.03
H 0.238 0.875 5.192 -0.01 0.02 0.06
H 0.633 -3.395 5.539 -0.03 0.03 0.00
H -0.361 -2.086 6.196 0.02 0.01 0.01
H 1.765 -3.692 7.572 -0.04 -0.01 -0.01
H 0.529 -2.654 8.304 -0.01 -0.03 -0.03
H 2.637 -1.687 8.705 0.00 -0.03 -0.01
H 1.881 -0.781 7.526 0.01 -0.02 -0.02
H 3.960 -2.773 7.052 0.05 0.04 -0.04
H 4.129 -1.009 6.939 -0.03 0.00 -0.04
H 2.937 -2.905 4.950 -0.02 0.06 0.02
H 3.403 -1.223 4.702 0.00 -0.02 0.01
O -3.286 -2.821 -1.207 0.00 -0.04 -0.02
C -2.647 -2.363 -2.144 0.16 0.11 -0.07
O -2.378 -1.100 -2.271 -0.36 -0.07 0.23
C -2.165 -3.247 -3.268 -0.15 -0.01 0.19
C -2.802 -4.490 -3.349 -0.04 0.00 0.03
C -2.518 -5.402 -4.343 -0.01 0.03 0.03
C -1.554 -5.062 -5.288 0.00 -0.05 -0.02
C -0.908 -3.849 -5.210 0.05 0.00 -0.05
C -1.177 -2.899 -4.204 0.11 -0.10 -0.25
S -0.163 -1.462 -4.277 -0.10 0.15 0.32
H -3.541 -4.703 -2.589 0.00 -0.02 -0.01
H -3.035 -6.352 -4.388 0.00 -0.01 0.00
H -1.300 -5.747 -6.088 -0.01 -0.02 -0.01
H -0.150 -3.600 -5.941 0.03 0.03 -0.01

Number 1: highest occupied orbital energy -4.09 eV, E_LUMO 1.891 eV, HOMO-LUMO gap 5.98 eV. Number 2: highest occupied orbital energy -5.40 eV, E_LUMO -1.886 eV, HOMO-LUMO gap 3.52 eV.